# 1
This record from the Open Molecules 2025 dataset describes C42H52F5GeInN4O3SSe2 as an isolated structure. The level of theory is ωB97M-V/def2-TZVPD.

```
111
Properties=species:S:1:pos:R:3:forces:R:3
In 0.015105 0.649359 0.041037 0.434 0.049 0.032
N 4.144818 0.024758 -1.864034 -0.034 0.010 -0.081
C 2.924368 0.451118 -1.472784 0.079 -0.038 0.004
S 2.634409 0.512201 0.227671 -0.085 0.019 0.083
N 2.125416 0.817198 -2.453872 0.061 -0.007 -0.007
N 0.920523 1.266590 -2.052847 -0.120 0.010 -0.060
C 0.175258 1.849964 -2.921242 -0.056 -0.033 0.070
C 0.536964 2.046314 -4.342549 0.038 0.030 -0.064
C 0.864821 0.961411 -5.149967 0.001 -0.026 0.000
C 1.175129 1.162110 -6.484677 0.013 -0.032 -0.020
C 1.180237 2.443244 -7.019255 0.009 0.020 -0.019
C 0.865165 3.528749 -6.215805 0.004 0.003 0.002
C 0.537511 3.328988 -4.883108 -0.022 0.001 -0.015
C -1.110455 2.390123 -2.420947 -0.018 0.067 0.011
C -2.159360 2.740107 -3.268836 0.058 0.016 0.049
C -3.300429 3.296655 -2.717933 -0.003 -0.007 0.048
C -3.366256 3.500473 -1.346497 0.028 0.031 -0.020
C -2.292554 3.088211 -0.577110 -0.021 0.046 0.014
N -1.199932 2.546150 -1.096645 -0.116 -0.183 -0.067
H 4.750738 -0.408557 -1.192912 0.012 -0.013 0.026
H 4.300749 -0.113349 -2.848692 0.011 0.001 0.013
H 0.881428 -0.032285 -4.724200 -0.014 0.008 0.003
H 1.422408 0.313426 -7.109272 -0.001 0.003 -0.005
H 1.433951 2.595015 -8.060475 -0.006 0.001 -0.003
H 0.875081 4.531238 -6.623389 0.000 -0.001 -0.007
H 0.284797 4.176271 -4.256240 0.012 -0.004 0.006
H -2.070917 2.577127 -4.333021 -0.002 -0.008 -0.005
H -4.131852 3.570130 -3.354456 -0.001 0.011 0.002
H -4.230587 3.953570 -0.880989 -0.009 -0.003 -0.007
H -2.302406 3.184958 0.504738 -0.007 -0.007 -0.017
O 1.306715 -7.163870 2.344457 -0.022 -0.012 0.023
C 2.576092 -6.584073 2.043936 -0.008 -0.007 -0.028
C 2.381678 -5.167749 1.494033 0.045 -0.032 -0.007
C 1.589247 -5.207839 0.179335 0.033 0.016 -0.058
O 0.246383 -5.613968 0.330885 0.004 -0.041 0.005
C 3.790306 -4.623879 1.235792 0.029 -0.023 0.007
Se 3.718066 -2.753953 0.693203 -0.020 0.002 -0.001
C 1.671486 -4.303163 2.536803 0.000 0.005 0.043
Se 2.030683 -2.383775 2.285266 -0.057 0.041 -0.036
H 1.438909 -8.051917 2.687685 -0.004 -0.002 -0.004
H 3.098214 -7.191325 1.294295 0.004 0.025 0.020
H 3.193413 -6.540193 2.948506 -0.005 0.007 -0.018
H 2.125181 -5.866202 -0.521926 -0.025 0.025 0.014
H 1.563230 -4.208553 -0.260080 -0.008 -0.033 0.016
H 0.234600 -6.416328 0.868321 0.001 -0.007 0.019
H 4.282335 -5.169908 0.428223 -0.001 0.003 -0.001
H 4.398824 -4.708955 2.137001 -0.004 0.014 -0.010
H 2.006029 -4.564302 3.539888 0.000 0.009 -0.006
H 0.593868 -4.443272 2.470683 0.016 0.002 0.019
C -9.391005 -1.167151 0.122696 -0.055 0.006 -0.009
C -7.969160 -0.691402 0.190451 0.021 0.009 0.004
C -7.584575 0.281140 1.105009 0.040 -0.021 -0.013
C -6.266995 0.704118 1.199881 -0.029 -0.063 -0.043
C -5.923823 1.756828 2.224563 0.019 0.045 0.043
C -5.306253 0.137958 0.341736 -0.043 -0.010 0.005
C -3.917084 0.594603 0.460408 -0.036 -0.118 -0.027
O -2.993724 0.222906 -0.233909 0.035 0.159 -0.004
C -5.676389 -0.844018 -0.600386 -0.039 0.054 0.034
C -4.701399 -1.481839 -1.547970 0.043 -0.095 0.028
C -7.006157 -1.236519 -0.649820 0.016 0.011 0.001
H -10.068545 -0.464754 0.606365 -0.001 -0.002 0.002
H -9.495202 -2.131341 0.624140 0.003 -0.006 0.004
H -9.711515 -1.300297 -0.910623 -0.001 -0.005 -0.001
H -8.328268 0.716391 1.762541 -0.010 0.003 0.006
H -6.816992 2.032389 2.782412 0.001 0.005 0.005
H -5.529741 2.664971 1.764251 0.001 0.000 -0.005
H -5.179370 1.406726 2.941374 0.001 -0.006 0.006
H -3.727303 1.331427 1.256167 0.003 0.015 0.006
H -3.872435 -1.948028 -1.013552 -0.017 0.006 -0.017
H -4.250233 -0.747620 -2.214847 0.003 0.027 -0.009
H -5.209152 -2.240583 -2.142574 0.004 0.012 -0.019
H -7.299859 -1.992383 -1.369564 -0.002 -0.010 -0.003
C -1.284451 1.234408 7.096497 0.005 -0.001 0.021
C -1.185649 1.004855 5.594590 0.020 -0.024 -0.010
C -1.847371 2.123116 4.799297 0.001 0.069 0.052
C -1.870387 1.884637 3.288093 -0.005 -0.051 -0.063
Ge -0.125101 1.798419 2.340414 -0.054 0.040 0.019
C 0.604339 3.617439 2.033121 0.006 -0.032 -0.017
C 0.429339 4.695468 3.110256 -0.065 0.053 0.042
C 1.578408 4.779176 4.112542 0.017 0.048 0.011
C 1.770044 3.529911 4.961401 0.004 -0.044 0.037
H -0.801021 0.434600 7.658283 0.001 -0.007 0.000
H -2.326295 1.288049 7.419997 -0.007 -0.003 -0.003
H -0.804733 2.174280 7.379394 0.008 0.008 -0.002
H -1.652721 0.050481 5.329605 -0.019 0.004 0.008
H -0.136140 0.914333 5.304646 -0.007 0.017 0.000
H -1.349004 3.069831 5.031924 -0.002 -0.035 -0.008
H -2.877794 2.237751 5.160013 0.005 -0.010 -0.017
H -2.465359 2.665734 2.801203 0.001 0.013 0.000
H -2.383040 0.937225 3.093436 0.014 -0.013 -0.043
H 0.848083 0.981383 3.218039 0.019 0.021 0.017
H 0.140990 3.952632 1.100177 -0.024 -0.012 0.021
H 1.665102 3.489981 1.793442 -0.004 0.003 -0.009
H -0.511892 4.552463 3.652983 0.009 -0.005 -0.015
H 0.336925 5.672062 2.624261 0.030 -0.007 -0.003
H 1.410984 5.638955 4.768444 -0.005 -0.009 -0.002
H 2.503289 4.990427 3.566036 -0.006 -0.014 -0.012
H 0.871821 3.304832 5.543331 0.010 0.003 -0.016
H 2.595391 3.655749 5.663743 -0.005 0.012 0.011
H 1.992048 2.656351 4.348570 0.013 0.000 -0.006
F -0.055465 -1.350982 -2.855953 0.042 0.037 -0.038
C -0.571410 -1.980010 -1.778632 0.025 -0.027 -0.009
C -0.594728 -1.363644 -0.548368 -0.181 -0.060 0.016
C -1.192709 -2.097956 0.458658 -0.037 -0.068 -0.028
F -1.329947 -1.546984 1.687335 0.025 -0.051 0.076
C -1.716546 -3.365377 0.288848 0.029 0.126 -0.090
F -2.280433 -4.020920 1.306464 -0.035 -0.062 0.052
C -1.670294 -3.946592 -0.968309 0.050 0.217 0.028
F -2.197953 -5.146332 -1.176029 -0.055 -0.116 -0.022
C -1.090956 -3.246974 -2.010041 -0.006 0.061 0.111
F -1.050698 -3.788173 -3.232868 0.003 -0.052 -0.067
```
Positions in Å, forces in eV/Å.

Summary:
LUMO	-0.318	eV
gap between HOMO and LUMO	6.953	eV
E_tot	-10043.8075	Ha

***

# 2
This record from the Open Molecules 2025 dataset describes C42H53N16S3Si2Ti as an isolated structure. The level of theory is ωB97M-V/def2-TZVPD.

```
117
Properties=species:S:1:pos:R:3:forces:R:3
Ti -1.410914 0.145278 0.851062 1.122 -0.539 -1.385
C -2.185742 -3.649528 2.338282 0.054 0.170 -0.558
Si -1.857676 -3.506248 0.458756 0.454 -0.552 0.488
C -2.862732 -4.987735 -0.255337 0.079 0.794 -0.073
C -0.100886 -3.926139 -0.169121 -0.531 0.312 0.284
C -2.357871 -1.702346 -0.001496 0.102 -0.300 -0.558
C -3.615225 -1.378945 0.675813 -0.734 0.097 0.319
C -4.817306 -2.102172 0.699566 0.149 0.057 -0.048
C -5.889799 -1.606464 1.402532 0.031 0.165 0.092
C -5.764396 -0.403303 2.096442 0.203 0.012 -0.068
C -4.557677 0.260052 2.035294 -0.149 0.301 0.226
N -3.529679 -0.213453 1.334885 0.333 -0.781 -0.589
Si -2.667921 -1.562610 -1.883751 0.039 0.166 -0.708
C -3.665815 0.039560 -2.213886 0.512 -0.414 0.370
C -3.802446 -2.876326 -2.704777 0.426 0.205 0.644
C -0.970673 -1.863185 -2.717203 -0.572 0.283 0.349
H -1.464647 -4.308585 2.809293 0.199 -0.160 0.053
H -3.177175 -4.050286 2.531400 -0.250 -0.124 -0.083
H -2.113799 -2.675791 2.819032 0.041 -0.048 0.022
H -2.667662 -5.858530 0.362968 0.173 -0.086 0.284
H -2.556368 -5.242687 -1.263229 0.068 -0.003 -0.224
H -3.936627 -4.845384 -0.265626 -0.265 0.000 0.005
H 0.400278 -4.552064 0.560565 0.105 -0.148 0.196
H 0.512695 -3.042282 -0.311264 0.127 0.138 -0.050
H -0.137864 -4.474824 -1.104922 -0.138 -0.057 -0.200
H -4.891419 -3.032934 0.164941 0.013 -0.113 -0.075
H -6.826773 -2.146017 1.419612 -0.027 -0.041 0.010
H -6.580775 0.004272 2.668466 -0.060 0.071 0.054
H -4.401729 1.196180 2.561843 -0.007 -0.006 -0.067
H -4.720734 -0.143728 -2.022788 -0.210 -0.199 0.006
H -3.578641 0.362183 -3.247153 0.067 0.036 -0.242
H -3.362010 0.872216 -1.580095 -0.174 -0.029 -0.152
H -4.750116 -2.986758 -2.190166 -0.265 -0.013 0.126
H -3.337561 -3.851751 -2.761513 0.107 -0.242 -0.001
H -4.029881 -2.568579 -3.720266 0.032 0.249 -0.219
H -0.152625 -1.454944 -2.131592 0.083 0.027 0.080
H -0.940679 -1.421132 -3.703352 -0.010 0.113 -0.327
H -0.790718 -2.925011 -2.834769 -0.093 -0.321 0.000
S -0.849626 1.192698 -1.389696 -0.391 0.099 0.526
C 0.698482 0.897591 -2.049030 0.176 -0.148 -0.067
N 0.882592 0.956498 -3.397086 -0.075 -0.076 0.452
C 2.188276 0.643450 -3.913396 0.457 0.049 0.056
C 3.233331 1.305297 -3.025690 -0.142 0.064 -0.396
N 3.062091 0.847306 -1.670480 -0.541 0.081 0.063
C 4.248953 0.728410 -0.859481 0.089 -0.098 0.185
C 5.030720 -0.487647 -1.279585 0.117 0.063 -0.004
C 4.425344 -1.733900 -1.163014 0.058 -0.025 0.023
C 5.088066 -2.871495 -1.581229 -0.054 -0.079 0.025
C 6.361298 -2.775017 -2.120305 0.135 -0.017 -0.068
C 6.966600 -1.535850 -2.241211 0.130 -0.116 -0.067
C 6.301263 -0.392917 -1.828366 -0.084 0.035 0.122
C 1.796177 0.684143 -1.188383 0.262 -0.026 0.316
S 1.493261 0.131792 0.393448 -0.531 -0.549 -0.352
C -0.201058 1.049677 -4.346375 -0.188 0.044 -0.157
C -0.120776 2.332089 -5.125273 -0.001 -0.042 -0.116
C 0.100413 2.331746 -6.494477 -0.072 -0.046 0.092
C 0.189746 3.528066 -7.185947 0.028 0.116 -0.129
C 0.068108 4.729572 -6.509781 0.034 0.043 -0.100
C -0.150593 4.732330 -5.140746 -0.006 0.093 0.075
C -0.246471 3.539555 -4.450059 -0.016 -0.011 -0.081
H 2.256464 1.025060 -4.933318 0.041 -0.004 0.033
H 2.351878 -0.444620 -3.922877 -0.017 0.072 -0.050
H 3.116663 2.397665 -3.079370 0.079 -0.073 -0.062
H 4.235709 1.034604 -3.361997 -0.030 0.015 0.002
H 3.929481 0.631465 0.180472 0.104 0.119 -0.097
H 4.847454 1.640190 -0.967262 0.004 -0.060 0.058
H 3.435654 -1.800671 -0.734737 -0.165 -0.028 0.055
H 4.611890 -3.835621 -1.482735 -0.040 -0.093 0.009
H 6.882962 -3.663359 -2.447829 0.015 -0.047 -0.008
H 7.959881 -1.460788 -2.659886 0.063 0.018 -0.042
H 6.776193 0.574617 -1.925342 0.020 0.084 -0.004
H -1.137390 1.007832 -3.785711 0.059 -0.114 -0.177
H -0.142540 0.192439 -5.026422 -0.099 0.023 0.024
H 0.187800 1.393225 -7.025756 0.025 -0.092 -0.021
H 0.356073 3.520179 -8.253439 0.016 0.013 -0.077
H 0.142514 5.664929 -7.046628 -0.004 0.033 -0.030
H -0.251927 5.668775 -4.613755 -0.024 0.094 0.061
H -0.436029 3.527541 -3.386991 -0.011 0.052 0.175
N -1.889422 2.782394 3.225214 -0.114 -0.075 -0.034
C -1.711860 1.491456 3.652211 0.026 -0.316 0.288
N -1.841901 1.086888 4.905448 -0.075 1.131 -0.322
N -1.675595 -0.226953 4.855064 0.047 -0.610 -0.166
N -1.451657 -0.612521 3.653533 -0.260 -0.738 0.384
N -1.428525 0.445857 2.836032 0.017 1.145 1.305
C -2.358123 2.941943 1.939197 -0.221 -0.041 -0.542
N -3.035473 3.986697 1.495387 0.474 -0.069 1.089
N -3.313297 3.695667 0.229776 -0.299 0.116 -0.614
N -2.841007 2.554736 -0.088307 -0.340 -0.177 -0.711
N -2.200352 2.023280 0.962378 -0.318 1.118 0.812
H -2.233266 3.443762 3.909071 0.010 -0.143 -0.074
S 0.676380 -2.122457 2.191767 -0.164 -0.384 -0.703
C 1.219900 -1.720469 3.714879 0.148 -0.367 0.179
N 2.400674 -1.088100 3.824998 -0.063 0.058 0.099
C 2.975482 -0.644848 5.071413 0.152 0.025 0.425
C 2.453077 -1.520190 6.204672 -0.133 0.067 -0.090
C 0.933916 -1.614212 6.131329 0.241 0.061 0.375
N 0.567375 -2.100453 4.820326 0.106 0.223 0.043
H 2.857424 -0.878836 2.949896 -0.113 -0.038 -0.014
H 2.720962 0.407216 5.259707 0.060 -0.068 0.007
H 4.062765 -0.726145 4.999557 -0.074 0.083 0.028
H 2.758490 -1.112418 7.165822 0.039 0.000 0.034
H 2.867631 -2.522748 6.098637 0.079 -0.038 0.058
H 0.463360 -0.642859 6.335307 0.030 -0.116 -0.039
H 0.564609 -2.329656 6.869776 0.006 0.121 -0.027
H -0.405119 -2.335811 4.678365 0.149 -0.074 -0.173
N 0.556389 7.202546 1.670748 -0.046 0.430 -0.142
C 0.689550 6.097889 1.942631 -0.051 0.311 -0.151
C 0.875695 4.746926 2.319662 0.195 -0.871 0.326
C 1.484629 4.442590 3.539474 -0.076 -0.040 -0.214
C 1.651806 3.111691 3.875827 -0.039 0.010 -0.090
C 1.182523 2.144364 2.997769 0.200 0.146 0.057
N 0.587010 2.425626 1.845451 -0.004 0.391 0.254
C 0.453549 3.692807 1.501870 0.195 0.295 0.050
H 1.827603 5.235895 4.189863 -0.033 0.016 -0.001
H 2.134211 2.835203 4.802128 -0.019 -0.045 0.036
H 1.297419 1.089943 3.214857 -0.036 -0.096 0.081
H -0.004167 3.886441 0.539561 -0.150 0.073 -0.051
```
Positions in Å, forces in eV/Å.

Summary:
LUMO (spin up / spin down)	-1.143 / -1.074	eV
multiplicity	2
gap between HOMO and LUMO (spin up / spin down)	5.163 / 6.578	eV
expectation value of S²	0.761
E_tot	-5131.4423	Ha